{"formula": "C31H27BrO2", "method": "ωB97M-V/def2-TZVPD", "smiles": "CCOC(=O)[C@@H](c1ccc(Br)cc1)[C@@H](C=C(c1ccccc1)c1ccccc1)c1ccccc1", "homo_ha": -0.2961, "multiplicity": 1, "species": ["C", "C", "O", "C", "O", "C", "C", "C", "C", "C", "Br", "C", "C", "C", "C", "C", "C", "C", "C", "C", "C", "C", "C", "C", "C", "C", "C", "C", "C", "C", "C", "C", "C", "C", "H", "H", "H", "H", "H", "H", "H", "H", "H", "H", "H", "H", "H", "H", "H", "H", "H", "H", "H", "H", "H", "H", "H", "H", "H", "H", "H"], "coordinates": [[5.13, 2.26, -4.25], [4.73, 0.90, -3.71], [4.86, 0.86, -2.27], [4.37, -0.33, -1.85], [3.86, -1.11, -2.65], [4.72, -0.50, -0.36], [3.46, -1.01, 0.35], [2.84, -2.20, -0.09], [2.19, -3.00, 0.84], [2.04, -2.56, 2.17], [1.37, -3.80, 3.46], [2.46, -1.28, 2.55], [3.18, -0.50, 1.64], [6.11, -1.23, -0.32], [7.21, -0.76, -1.17], [7.33, -1.22, -2.47], [8.17, -0.41, -3.36], [8.24, 0.98, -3.11], [8.98, 1.81, -3.95], [9.60, 1.26, -5.07], [9.54, -0.11, -5.34], [8.86, -0.95, -4.46], [6.80, -2.51, -2.97], [6.82, -3.63, -2.12], [6.40, -4.87, -2.59], [5.95, -5.01, -3.90], [5.93, -3.91, -4.75], [6.35, -2.66, -4.29], [6.48, -1.41, 1.13], [5.86, -2.40, 1.89], [5.88, -2.33, 3.28], [6.61, -1.32, 3.93], [7.35, -0.40, 3.16], [7.30, -0.47, 1.76], [5.36, 2.15, -5.32], [4.29, 2.97, -4.17], [6.03, 2.66, -3.74], [3.68, 0.63, -3.98], [5.42, 0.13, -4.11], [4.93, 0.49, 0.09], [3.00, -2.52, -1.12], [1.87, -4.00, 0.57], [2.31, -0.97, 3.58], [3.63, 0.43, 2.00], [5.63, -2.16, -0.72], [7.99, -0.08, -0.76], [7.64, 1.38, -2.28], [9.03, 2.87, -3.69], [10.14, 1.93, -5.73], [10.00, -0.52, -6.23], [8.85, -2.03, -4.63], [7.20, -3.52, -1.09], [6.43, -5.72, -1.92], [5.61, -5.98, -4.28], [5.59, -3.99, -5.79], [6.32, -1.79, -4.95], [5.28, -3.19, 1.40], [5.25, -3.00, 3.88], [6.56, -1.19, 5.01], [7.88, 0.45, 3.63], [7.84, 0.29, 1.15]]}


{"formula": "C9H11O3", "method": "ωB97M-V/def2-TZVPD", "homo_ha": -0.1376, "multiplicity": 1, "charge": -1, "de_lowest_kj_mol": 119.6, "species": ["C", "C", "O", "O", "H", "H", "H", "C", "C", "C", "C", "C", "C", "C", "O", "H", "H", "H", "H", "H", "H", "H", "H"], "coordinates": [[-0.71, 0.49, -2.21], [-1.54, -0.14, -3.38], [-1.67, -1.39, -3.31], [-2.00, 0.66, -4.22], [-1.52, 0.76, -1.52], [-0.13, 1.33, -2.58], [-0.01, -0.23, -1.80], [3.20, -0.55, 0.23], [-0.39, 0.30, 2.47], [0.59, 1.28, 2.28], [-0.19, -0.94, 1.91], [1.76, 0.95, 1.62], [0.93, -1.21, 1.12], [1.94, -0.28, 1.01], [-1.54, 0.53, 3.19], [-1.80, 1.46, 3.04], [0.34, 2.33, 2.47], [-0.98, -1.66, 1.98], [2.55, 1.70, 1.54], [0.84, -2.14, 0.58], [3.83, 0.34, 0.22], [2.92, -0.80, -0.79], [3.80, -1.37, 0.63]]}


{"formula": "C16H17NO4S", "method": "ωB97M-V/def2-TZVPD", "smiles": "CCN(c1cccc(C)c1)S(=O)(=O)c1cccc(C(=O)O)c1", "homo_ha": -0.3391, "multiplicity": 1, "de_lowest_kj_mol": 47.6, "species": ["C", "C", "N", "C", "C", "C", "C", "C", "C", "C", "S", "O", "O", "C", "C", "C", "C", "C", "C", "O", "O", "C", "H", "H", "H", "H", "H", "H", "H", "H", "H", "H", "H", "H", "H", "H", "H", "H", "H"], "coordinates": [[-0.71, -4.14, 0.05], [-0.75, -3.01, 1.08], [-0.80, -1.70, 0.47], [0.33, -1.19, -0.21], [0.49, -1.34, -1.58], [1.57, -0.74, -2.20], [2.49, -0.01, -1.47], [2.34, 0.15, -0.10], [3.33, 0.94, 0.70], [1.25, -0.45, 0.52], [-2.27, -1.10, -0.03], [-2.47, -1.20, -1.45], [-3.27, -1.65, 0.84], [-1.95, 0.61, 0.40], [-2.26, 1.06, 1.67], [-1.86, 2.32, 2.06], [-1.13, 3.12, 1.20], [-0.81, 2.66, -0.08], [0.00, 3.52, -0.97], [0.41, 4.61, -0.67], [0.26, 2.96, -2.16], [-1.24, 1.40, -0.49], [-0.73, -5.11, 0.56], [0.19, -4.08, -0.55], [-1.58, -4.07, -0.60], [-1.65, -3.09, 1.69], [0.13, -3.05, 1.73], [-0.24, -1.89, -2.15], [1.70, -0.85, -3.27], [3.32, 0.46, -1.97], [4.10, 0.29, 1.09], [2.84, 1.43, 1.54], [3.80, 1.70, 0.08], [1.11, -0.34, 1.59], [-2.81, 0.40, 2.32], [-2.11, 2.69, 3.05], [-0.78, 4.10, 1.49], [0.79, 3.57, -2.70], [-1.03, 1.03, -1.48]]}


{"formula": "C2H6N4O", "method": "ωB97M-V/def2-TZVPD", "smiles": "N/N=C\\O/C=N\\N", "homo_ha": -0.3344, "multiplicity": 1, "de_lowest_kj_mol": 348.1, "species": ["N", "N", "C", "O", "C", "N", "N", "H", "H", "H", "H", "H", "H"], "coordinates": [[-1.96, -0.74, 0.99], [-1.61, -1.65, 0.07], [-0.60, -1.40, -0.65], [0.10, -0.21, -0.71], [1.00, 0.01, 0.28], [1.86, 0.94, 0.34], [1.92, 1.88, -0.70], [-2.92, -0.85, 1.28], [-1.66, 0.26, 0.81], [-0.29, -2.13, -1.37], [1.09, -0.80, 1.04], [2.13, 2.77, -0.28], [0.94, 1.92, -1.10]]}


{"formula": "C3H3BrO", "method": "ωB97M-V/def2-TZVPD", "smiles": "CC(Br)=C=O", "homo_ha": -0.3225, "multiplicity": 1, "de_lowest_kj_mol": 54.7, "species": ["C", "C", "Br", "C", "O", "H", "H", "H"], "coordinates": [[-0.74, 0.51, 0.50], [0.11, -0.37, -0.29], [-0.63, -1.97, -1.06], [1.41, -0.24, -0.57], [2.58, -0.09, -0.79], [-0.41, 1.51, 0.20], [-0.48, 0.26, 1.59], [-1.83, 0.38, 0.40]]}


{"formula": "C6H17NO", "method": "ωB97M-V/def2-TZVPD", "smiles": "CCCCN(C)C.O", "homo_ha": -0.3244, "multiplicity": 1, "de_lowest_kj_mol": 114.5, "species": ["C", "C", "C", "C", "N", "C", "C", "H", "H", "H", "H", "H", "H", "H", "H", "H", "H", "H", "H", "H", "H", "H", "O", "H", "H"], "coordinates": [[1.30, 1.96, -2.41], [0.61, 2.38, -1.12], [0.53, 1.24, -0.11], [-0.70, 0.33, -0.45], [-0.71, -0.86, 0.42], [-2.02, -1.01, 1.01], [-0.17, -2.00, -0.26], [1.16, 2.79, -3.12], [2.39, 1.92, -2.40], [0.99, 1.04, -2.90], [-0.38, 2.82, -1.29], [1.22, 3.18, -0.67], [0.27, 1.63, 0.87], [1.39, 0.59, -0.11], [-1.62, 0.91, -0.31], [-0.59, 0.17, -1.52], [-2.93, -1.17, 0.39], [-2.34, -0.05, 1.45], [-1.99, -1.64, 1.90], [0.01, -2.84, 0.42], [0.72, -1.76, -0.84], [-0.83, -2.47, -1.01], [1.01, -1.66, 2.71], [0.18, -1.28, 2.41], [1.56, -1.52, 1.97]]}


{"formula": "C7H5FO2S", "method": "ωB97M-V/def2-TZVPD", "homo_ha": -0.3343, "multiplicity": 1, "de_lowest_kj_mol": 83.8, "species": ["C", "C", "C", "C", "C", "C", "C", "O", "O", "F", "S", "H", "H", "H", "H", "H"], "coordinates": [[-0.98, -0.43, 0.25], [0.09, -0.98, -0.43], [-0.94, 0.87, 0.67], [1.17, -0.23, -0.88], [0.14, 1.54, 0.39], [1.29, 1.05, -0.28], [2.43, 1.89, -0.26], [4.18, -1.60, -0.65], [3.59, -0.44, 1.41], [3.43, 1.39, -1.01], [4.44, -0.51, 0.26], [-1.72, -1.11, 0.55], [-0.20, -1.98, -0.80], [-1.78, 1.33, 1.28], [1.98, -0.86, -1.15], [0.30, 2.48, 0.86]]}


{"formula": "CH6OSi2", "method": "ωB97M-V/def2-TZVPD", "homo_ha": -0.3902, "multiplicity": 1, "de_lowest_kj_mol": 274.3, "species": ["C", "O", "Si", "Si", "H", "H", "H", "H", "H", "H"], "coordinates": [[-2.21, 0.88, 0.74], [-3.03, 0.55, 0.02], [1.04, 0.80, 0.00], [0.06, -1.21, -0.17], [-1.22, -1.63, 0.57], [0.94, 2.16, -0.68], [0.95, 1.48, 1.34], [2.56, 0.65, -0.33], [-0.10, -1.26, -1.65], [1.01, -2.40, 0.16]]}


{"formula": "C2H8O", "method": "ωB97M-V/def2-TZVPD", "smiles": "CC.O", "homo_ha": -0.4162, "multiplicity": 1, "de_lowest_kj_mol": 15.2, "species": ["C", "C", "H", "H", "H", "H", "H", "H", "O", "H", "H"], "coordinates": [[-0.93, 1.11, -1.08], [0.09, 0.32, -0.23], [-0.46, 1.71, -1.88], [-1.53, 1.78, -0.45], [-1.60, 0.37, -1.56], [0.89, -0.23, -0.76], [-0.57, -0.41, 0.27], [0.56, 0.95, 0.55], [0.90, -1.81, 2.00], [1.88, -1.71, 2.08], [0.76, -2.06, 1.06]]}


{"formula": "C3H9N3", "method": "ωB97M-V/def2-TZVPD", "homo_ha": -0.2546, "multiplicity": 1, "de_lowest_kj_mol": 520.7, "species": ["C", "C", "C", "N", "N", "N", "H", "H", "H", "H", "H", "H", "H", "H", "H"], "coordinates": [[-0.55, 1.54, 1.73], [1.47, -0.64, -0.44], [-0.55, -1.92, -0.62], [-0.28, 2.75, 1.85], [-0.54, 0.21, -1.42], [0.16, -0.78, -0.79], [-1.48, 1.21, 1.44], [0.24, 0.75, 1.92], [2.20, -0.04, -0.95], [1.88, -1.62, -0.09], [-1.52, -2.03, -0.87], [-0.07, -2.82, -0.32], [-1.12, 3.31, 1.84], [-1.24, -0.19, -1.92], [-0.13, 1.06, -1.75]]}


{"formula": "C27H23F6I2KN6O10S2", "method": "ωB97M-V/def2-TZVPD", "homo_ha": -0.1012, "multiplicity": 1, "charge": -2, "de_lowest_kj_mol": 259.0, "species": ["K", "I", "C", "C", "C", "I", "C", "O", "C", "C", "N", "C", "C", "C", "C", "C", "C", "N", "C", "H", "H", "H", "H", "H", "H", "H", "H", "H", "H", "H", "O", "C", "C", "C", "C", "C", "C", "C", "O", "N", "O", "O", "H", "H", "H", "H", "N", "C", "N", "C", "C", "O", "C", "C", "H", "H", "H", "H", "H", "H", "H", "H", "F", "C", "F", "F", "S", "O", "O", "N", "S", "O", "O", "C", "F", "F", "F"], "coordinates": [[-0.63, 0.94, -0.68], [-2.59, 2.92, 7.30], [-2.12, 2.51, 5.27], [-2.49, 1.30, 4.71], [-2.19, 1.09, 3.39], [-2.83, -0.69, 2.45], [-1.52, 2.01, 2.53], [-1.27, 1.74, 1.32], [-1.17, 3.25, 3.18], [-0.52, 4.37, 2.38], [0.50, 4.02, 1.42], [1.55, 3.18, 1.95], [2.52, 2.72, 0.89], [3.24, 1.54, 1.09], [4.12, 1.12, 0.12], [4.26, 1.88, -1.03], [3.50, 3.03, -1.15], [2.66, 3.45, -0.21], [-1.47, 3.47, 4.51], [-2.99, 0.54, 5.29], [-0.07, 5.07, 3.10], [-1.30, 4.91, 1.84], [0.06, 3.52, 0.65], [1.16, 2.28, 2.45], [2.10, 3.76, 2.71], [3.07, 0.96, 1.99], [4.68, 0.20, 0.24], [4.91, 1.57, -1.84], [3.55, 3.65, -2.04], [-1.20, 4.42, 4.95], [-2.84, 0.72, -1.49], [-3.45, -0.14, -2.08], [-2.97, -1.45, -2.48], [-3.89, -2.38, -2.90], [-3.52, -3.67, -3.26], [-2.15, -4.03, -3.24], [-1.22, -3.14, -2.84], [-1.55, -1.80, -2.41], [-0.68, -1.01, -2.01], [-4.49, -4.62, -3.65], [-5.68, -4.30, -3.65], [-4.12, -5.75, -3.98], [-4.51, 0.03, -2.35], [-4.94, -2.12, -2.93], [-1.88, -5.04, -3.53], [-0.17, -3.40, -2.82], [1.16, -0.30, 2.97], [1.11, -1.38, 2.59], [1.09, -2.62, 2.11], [-0.04, -3.50, 2.38], [0.24, -4.31, 3.64], [1.46, -5.03, 3.54], [2.56, -4.16, 3.31], [2.35, -3.34, 2.03], [-0.15, -4.17, 1.53], [-0.94, -2.90, 2.49], [-0.54, -5.06, 3.80], [0.27, -3.64, 4.51], [3.44, -4.80, 3.23], [2.67, -3.48, 4.17], [2.29, -4.02, 1.18], [3.17, -2.64, 1.88], [1.87, -1.75, -3.40], [1.35, -0.70, -4.06], [0.17, -1.07, -4.52], [2.14, -0.50, -5.12], [1.50, 0.82, -2.92], [1.92, 0.29, -1.66], [2.45, 1.63, -3.62], [0.11, 1.55, -2.76], [-0.57, 2.10, -4.06], [-1.94, 2.43, -3.86], [-0.20, 1.40, -5.26], [0.25, 3.80, -4.28], [-0.66, 4.73, -4.60], [0.84, 4.20, -3.15], [1.17, 3.81, -5.25]]}


{"formula": "C33H37FeN4O4Se", "method": "ωB97M-V/def2-TZVPD", "homo_ha": [-0.1634, -0.2682], "multiplicity": 6, "de_lowest_kj_mol": 76.9, "species": ["Fe", "C", "C", "O", "C", "C", "C", "C", "C", "C", "O", "H", "H", "H", "H", "H", "H", "H", "O", "C", "C", "C", "C", "N", "C", "C", "C", "C", "C", "C", "O", "C", "C", "N", "H", "H", "H", "H", "H", "H", "H", "H", "H", "H", "H", "H", "C", "C", "C", "C", "C", "H", "H", "H", "H", "H", "H", "H", "H", "H", "H", "C", "N", "C", "Se", "N", "C", "C", "C", "C", "C", "C", "H", "H", "H", "H", "H", "H", "H", "H"], "coordinates": [[-0.38, 0.11, -0.12], [-1.28, 2.52, 3.36], [-0.33, 1.81, 2.43], [-0.74, 0.81, 1.85], [1.03, 2.29, 2.26], [1.61, 3.11, 3.25], [2.93, 3.47, 3.21], [3.72, 3.00, 2.15], [3.18, 2.24, 1.14], [1.80, 1.89, 1.13], [1.31, 1.28, 0.10], [-2.29, 2.15, 3.18], [-1.24, 3.59, 3.20], [-1.01, 2.31, 4.40], [1.00, 3.43, 4.09], [3.36, 4.09, 3.99], [4.78, 3.24, 2.12], [3.79, 1.86, 0.33], [-6.48, 3.21, 0.47], [-5.27, 3.79, 0.93], [-4.10, 3.08, 0.33], [-2.82, 3.70, 0.38], [-1.74, 2.99, -0.07], [-1.81, 1.75, -0.58], [-3.05, 1.17, -0.71], [-4.21, 1.84, -0.23], [-3.06, -0.07, -1.37], [-4.21, -0.88, -1.57], [-4.13, -2.03, -2.30], [-5.29, -2.97, -2.41], [-5.24, -4.01, -1.41], [-2.89, -2.35, -2.92], [-1.81, -1.55, -2.67], [-1.83, -0.47, -1.88], [-7.22, 3.70, 0.85], [-5.19, 3.70, 2.02], [-5.22, 4.85, 0.69], [-2.70, 4.71, 0.76], [-0.73, 3.42, -0.03], [-5.19, 1.39, -0.31], [-5.16, -0.60, -1.12], [-5.31, -3.42, -3.41], [-6.23, -2.45, -2.25], [-4.34, -4.35, -1.38], [-2.80, -3.22, -3.57], [-0.85, -1.77, -3.14], [-1.18, -3.26, 0.16], [0.32, -3.02, 0.34], [1.07, -4.29, -0.09], [0.61, -2.73, 1.82], [0.68, -1.78, -0.50], [-1.52, -4.05, 0.84], [-1.41, -3.58, -0.86], [-1.76, -2.36, 0.37], [0.65, -5.18, 0.39], [2.13, -4.23, 0.15], [0.96, -4.43, -1.18], [1.67, -2.51, 1.97], [0.04, -1.87, 2.15], [0.35, -3.59, 2.45], [0.49, -1.96, -1.56], [3.42, 1.00, -2.49], [3.13, -0.33, -3.04], [2.84, -1.39, -2.31], [2.65, -1.44, -0.45], [2.58, -2.41, -3.13], [2.69, -2.00, -4.46], [2.49, -2.65, -5.66], [2.68, -1.91, -6.81], [3.05, -0.55, -6.75], [3.25, 0.09, -5.55], [3.06, -0.66, -4.40], [2.82, 1.15, -1.59], [3.16, 1.75, -3.23], [4.48, 1.09, -2.25], [2.33, -3.32, -2.79], [2.19, -3.69, -5.71], [2.54, -2.38, -7.77], [3.17, 0.00, -7.68], [3.53, 1.14, -5.51]]}